(1)
Here is a 14-piece molecular cluster, C17H22BrCl39NO5P overall from the Open Molecules 2025 dataset. Energies are from wB97M-V/def2-TZVPD.

The calculation puts the LUMO energy at -1.2 eV. Its HOMO-LUMO gap is 9.38 eV.

Geometry as ORCA input:
```
! wB97M-V def2-TZVPD RIJCOSX def2/J DEFGRID3
* xyz 0 1
C 1.61 -4.58 -0.61
C 1.98 -4.89 0.97
C 3.37 -4.20 1.49
Br 3.95 -5.23 3.15
N 3.24 -2.76 1.94
C 3.00 -1.81 0.78
O 3.81 -1.70 -0.29
O 1.78 -0.95 0.74
P 1.40 -0.35 2.35
O 0.78 -1.49 3.30
O 2.89 0.33 2.97
O 0.24 0.99 2.31
H 0.78 -5.33 -0.99
H 2.56 -4.68 -1.31
H 1.13 -3.49 -0.69
H 2.14 -6.07 1.06
H 1.06 -4.60 1.68
H 4.25 -4.37 0.71
H 4.08 -2.42 2.46
H 3.26 -0.30 3.66
H -0.39 0.75 3.07
C 3.90 -9.40 3.51
Cl 3.60 -8.67 1.92
Cl 4.23 -8.15 4.72
Cl 2.52 -10.40 4.00
H 4.78 -10.05 3.43
C -2.06 -4.83 2.60
Cl -1.01 -5.70 1.47
Cl -3.63 -4.51 1.86
Cl -2.25 -5.75 4.10
H -1.59 -3.87 2.84
C -2.26 3.53 1.54
Cl -2.56 4.27 -0.05
Cl -1.93 4.78 2.75
Cl -3.64 2.54 2.03
H -1.38 2.89 1.46
C -5.30 7.05 1.53
Cl -5.60 7.79 -0.05
Cl -4.97 8.30 2.75
Cl -6.67 6.06 2.03
H -4.42 6.41 1.45
C -7.28 9.37 5.37
Cl -8.82 8.58 5.73
Cl -7.53 11.04 4.85
Cl -6.21 9.32 6.79
H -6.79 8.82 4.56
C -5.38 13.33 1.95
Cl -6.16 14.40 0.76
Cl -5.72 11.63 1.58
Cl -3.64 13.62 2.01
H -5.80 13.56 2.94
C 3.55 -0.63 -3.97
Cl 2.36 0.64 -4.29
Cl 3.08 -2.15 -4.75
Cl 5.16 -0.13 -4.51
H 3.59 -0.80 -2.89
C 9.27 -0.28 -3.41
Cl 8.50 0.78 -4.60
Cl 8.93 -1.98 -3.79
Cl 11.02 0.01 -3.36
H 8.85 -0.06 -2.43
C -1.23 1.20 -4.82
Cl -2.24 1.13 -3.36
Cl -1.97 0.29 -6.14
Cl -0.95 2.89 -5.30
H -0.26 0.75 -4.58
C 11.14 -2.62 -7.35
Cl 11.31 -1.55 -5.94
Cl 12.73 -3.09 -7.97
Cl 10.19 -4.05 -6.93
H 10.62 -2.07 -8.14
C -6.80 -3.41 -0.96
Cl -7.26 -1.82 -1.58
Cl -5.30 -3.97 -1.73
Cl -6.61 -3.37 0.80
H -7.59 -4.12 -1.21
C -2.58 6.36 -3.47
Cl -3.41 7.12 -2.10
Cl -0.82 6.48 -3.29
Cl -3.08 4.66 -3.62
H -2.87 6.88 -4.38
C -4.09 -8.28 1.81
Cl -3.03 -9.15 0.69
Cl -5.66 -7.96 1.07
Cl -4.28 -9.19 3.32
H -3.62 -7.32 2.05
*
```



(2)
Here is C25H27FN4O2 in the gas phase from the Open Molecules 2025 dataset. Energies are from wB97M-V/def2-TZVPD.

The calculation puts the LUMO energy at 0.7 eV. Its HOMO-LUMO gap is 8.53 eV.

Geometry as ORCA input:
```
! wB97M-V def2-TZVPD RIJCOSX def2/J DEFGRID3
* xyz 0 1
O 0.21 2.86 0.93
C 1.41 2.79 1.07
N 2.28 2.43 0.10
C 1.80 1.79 -1.10
C 1.22 0.38 -0.80
C 2.18 -0.33 0.11
C 3.40 -0.81 -0.36
C 4.28 -1.41 0.53
C 3.90 -1.51 1.86
N 2.75 -1.06 2.32
C 1.91 -0.49 1.47
N 1.07 -0.40 -2.03
C 0.50 -1.72 -1.79
C -1.01 -1.69 -1.51
N -1.70 -1.02 -2.61
C -3.03 -1.31 -2.86
C -4.00 -0.31 -3.04
C -5.30 -0.62 -3.37
C -5.71 -1.93 -3.53
C -4.78 -2.94 -3.36
C -3.47 -2.62 -3.04
F -2.60 -3.66 -2.93
C -1.20 0.32 -2.82
C 0.31 0.23 -3.10
O 2.07 3.12 2.20
C 1.26 3.39 3.34
C 0.75 2.10 3.93
C -0.58 1.73 3.81
C -1.02 0.51 4.29
C -0.12 -0.36 4.89
C 1.21 0.00 5.01
C 1.64 1.22 4.54
H 3.23 2.24 0.40
H 2.62 1.71 -1.81
H 1.01 2.43 -1.51
H 0.27 0.53 -0.26
H 3.64 -0.73 -1.41
H 5.23 -1.80 0.20
H 4.55 -1.96 2.60
H 0.98 -0.14 1.89
H 1.01 -2.19 -0.95
H 0.68 -2.31 -2.69
H -1.37 -2.70 -1.40
H -1.20 -1.15 -0.57
H -3.72 0.72 -2.91
H -6.01 0.19 -3.50
H -6.73 -2.17 -3.78
H -5.04 -3.98 -3.48
H -1.69 0.75 -3.69
H -1.38 0.97 -1.95
H 0.71 1.22 -3.30
H 0.46 -0.39 -3.99
H 1.92 3.91 4.04
H 0.43 4.03 3.05
H -1.28 2.40 3.32
H -2.06 0.23 4.19
H -0.46 -1.32 5.26
H 1.91 -0.68 5.47
H 2.68 1.50 4.62
*
```



(3)
Here is CH2Br2S as an isolated structure from the Open Molecules 2025 dataset. Energies are from wB97M-V/def2-TZVPD.

The calculation puts the LUMO energy (alpha / beta) at -0.6 / -2.5 eV. Its HOMO-LUMO gap (alpha / beta) is 9.51 / 5.81 eV.

Geometry as ORCA input:
```
! wB97M-V def2-TZVPD RIJCOSX def2/J DEFGRID3
* xyz 0 1
C 0.95 -1.77 1.06
S -0.24 1.47 0.95
Br -0.10 -2.22 2.50
Br 2.74 -1.41 1.30
H 0.47 -1.41 0.17
H -0.71 1.55 -0.29
*
```



(4)
Here is a 5-piece molecular cluster, C18H22Br6N2O4 overall from the Open Molecules 2025 dataset. Energies are from wB97M-V/def2-TZVPD.

The calculation puts the LUMO energy at -0.9 eV. Its HOMO-LUMO gap is 8.89 eV.

Geometry as ORCA input:
```
! wB97M-V def2-TZVPD RIJCOSX def2/J DEFGRID3
* xyz 0 1
O -3.45 -2.43 -4.85
N -3.47 -3.56 -4.37
O -4.34 -4.47 -4.51
C -2.39 -3.80 -3.38
C -2.04 -5.13 -3.03
C -1.15 -5.38 -1.98
C -0.51 -4.31 -1.36
C -0.80 -2.99 -1.76
C -1.75 -2.77 -2.71
H -2.64 -5.93 -3.44
H -0.96 -6.37 -1.60
H 0.17 -4.48 -0.54
H -0.35 -2.16 -1.25
H -2.03 -1.74 -2.84
O 2.37 2.61 1.10
N 1.33 2.82 0.45
O 0.44 3.56 0.85
C 1.27 2.37 -0.97
C 2.23 1.45 -1.39
C 2.05 0.92 -2.69
C 1.08 1.31 -3.56
C 0.11 2.21 -3.09
C 0.24 2.77 -1.81
H 3.07 1.15 -0.77
H 2.72 0.10 -2.92
H 0.99 0.80 -4.50
H -0.68 2.52 -3.76
H -0.53 3.43 -1.42
Br -0.22 1.52 3.83
C -0.14 -0.10 2.59
C -0.95 0.29 1.36
Br -2.92 0.24 1.64
H -0.58 -0.96 3.08
H 0.89 -0.33 2.33
H -0.72 -0.21 0.42
H -0.76 1.34 1.11
Br -1.47 6.37 0.98
C -3.00 5.54 1.92
C -2.58 4.21 2.59
Br -4.19 3.40 3.50
H -3.77 5.35 1.18
H -3.26 6.32 2.63
H -1.81 4.23 3.36
H -2.29 3.46 1.86
Br 2.88 -2.01 4.73
C 4.49 -2.39 3.60
C 5.07 -1.06 3.29
Br 3.83 -0.12 2.06
H 4.18 -3.02 2.75
H 5.05 -3.03 4.28
H 6.06 -1.09 2.83
H 5.24 -0.44 4.18
*
```